Record 1
Entry from the OMol25 dataset: 10 unconnected molecules or ions with the total composition C52H104N3O11S at a distorted geometry (ωB97M-V/def2-TZVPD).

XYZ file:
```
171
C52H104N3O11S ωB97M-V/def2-TZVPD
C -3.766 -2.721 2.689
C -3.443 -4.074 1.899
C -2.493 -3.733 0.621
C -3.276 -2.793 -0.414
C -2.483 -1.436 -0.790
C -3.590 -0.346 -1.180
N -3.100 1.074 -1.235
C -1.909 1.062 -2.205
C -1.543 2.546 -2.739
C 0.031 2.632 -3.080
C 0.904 3.131 -1.811
C 0.676 4.693 -1.528
N 1.381 5.197 -0.311
C -2.577 1.626 0.065
C -3.212 0.994 1.388
C -2.628 1.863 2.624
C -1.094 1.477 2.886
O -0.527 0.506 2.324
O -0.298 2.275 3.752
N -4.021 1.969 -1.865
C -5.117 2.092 -1.183
S -6.681 1.957 -0.650
H -4.497 -2.045 2.136
H -2.812 -2.139 2.962
H -4.269 -2.999 3.687
H -4.411 -4.576 1.567
H -2.924 -4.814 2.609
H -1.501 -3.262 0.912
H -2.288 -4.734 0.096
H -3.421 -3.347 -1.409
H -4.319 -2.593 -0.008
H -1.913 -1.678 -1.759
H -1.774 -1.100 0.043
H -3.933 -0.605 -2.248
H -4.492 -0.522 -0.515
H -0.962 0.653 -1.738
H -2.150 0.412 -3.108
H -2.106 2.679 -3.724
H -1.787 3.353 -1.978
H 0.197 3.411 -3.891
H 0.443 1.646 -3.480
H 0.681 2.541 -0.860
H 2.025 3.001 -2.014
H -0.429 4.936 -1.392
H 1.110 5.266 -2.439
H 0.901 4.879 0.547
H 2.309 4.747 -0.310
H -1.436 1.533 0.182
H -2.774 2.758 0.123
H -2.877 -0.074 1.576
H -4.352 1.016 1.383
H -2.609 2.967 2.313
H -3.263 1.704 3.579
H 0.610 1.886 3.715
C -6.530 -6.945 4.716
C -5.779 -7.849 3.764
C -5.871 -7.081 2.461
O -5.921 -5.687 2.802
C -6.143 -5.567 4.214
H -6.275 -7.103 5.766
H -7.608 -7.096 4.599
H -4.732 -7.930 4.077
H -6.192 -8.856 3.696
H -6.791 -7.327 1.919
H -5.018 -7.268 1.803
H -5.207 -5.227 4.673
H -6.916 -4.819 4.403
C 0.917 -7.284 3.095
C 0.642 -8.479 2.208
C -0.874 -8.491 2.157
O -1.303 -7.127 2.285
C -0.184 -6.327 2.683
H 1.916 -6.864 2.968
H 0.795 -7.566 4.146
H 1.048 -8.300 1.207
H 1.063 -9.412 2.585
H -1.297 -9.055 2.995
H -1.259 -8.911 1.225
H 0.118 -5.722 1.821
H -0.480 -5.656 3.493
C 4.960 5.319 -4.566
C 5.354 6.216 -3.414
C 4.004 6.659 -2.884
O 3.083 5.589 -3.144
C 3.709 4.650 -4.033
H 5.734 4.606 -4.851
H 4.714 5.927 -5.443
H 5.881 5.632 -2.653
H 5.992 7.052 -3.706
H 3.642 7.548 -3.411
H 4.025 6.874 -1.813
H 3.955 3.753 -3.454
H 3.010 4.373 -4.826
C 5.564 8.813 -9.346
C 5.243 7.423 -9.854
C 5.512 6.569 -8.629
O 5.227 7.385 -7.485
C 5.071 8.746 -7.914
H 5.094 9.609 -9.921
H 6.647 8.973 -9.362
H 4.184 7.363 -10.125
H 5.835 7.123 -10.720
H 6.565 6.272 -8.576
H 4.894 5.669 -8.602
H 4.007 8.997 -7.849
H 5.627 9.408 -7.248
C -7.509 -12.011 6.823
C -6.756 -12.914 5.870
C -6.850 -12.145 4.567
O -6.902 -10.752 4.909
C -7.123 -10.633 6.321
H -7.253 -12.168 7.872
H -8.586 -12.163 6.706
H -5.710 -12.993 6.183
H -7.168 -13.921 5.801
H -7.769 -12.392 4.025
H -5.998 -12.329 3.908
H -6.189 -10.291 6.779
H -7.897 -9.885 6.510
C 2.952 -8.838 8.171
C 1.544 -8.990 8.702
C 0.711 -8.762 7.455
O 1.493 -9.221 6.344
C 2.837 -9.454 6.791
H 3.710 -9.321 8.790
H 3.205 -7.776 8.087
H 1.394 -10.010 9.070
H 1.300 -8.297 9.509
H 0.506 -7.697 7.303
H -0.239 -9.300 7.481
H 2.996 -10.537 6.825
H 3.541 -9.021 6.077
C 4.836 13.949 -8.886
C 3.632 13.209 -8.345
C 3.892 11.793 -8.821
O 5.316 11.628 -8.876
C 5.935 12.915 -8.735
H 5.053 14.880 -8.360
H 4.684 14.181 -9.945
H 3.637 13.243 -7.251
H 2.678 13.608 -8.694
H 3.496 11.634 -9.830
H 3.460 11.042 -8.156
H 6.388 12.961 -7.739
H 6.723 13.028 -9.482
C 9.863 3.734 -5.399
C 9.515 2.275 -5.600
C 8.415 2.069 -4.577
O 7.734 3.325 -4.441
C 8.507 4.341 -5.095
H 10.351 4.192 -6.261
H 10.524 3.843 -4.533
H 9.120 2.124 -6.609
H 10.359 1.598 -5.459
H 8.828 1.804 -3.598
H 7.704 1.296 -4.876
H 7.983 4.621 -6.016
H 8.576 5.222 -4.453
C -3.149 3.229 7.327
C -4.566 3.071 7.835
C -5.382 3.329 6.583
O -4.585 2.890 5.473
C -3.249 2.644 5.932
H -2.402 2.729 7.945
H -2.892 4.291 7.269
H -4.725 2.044 8.179
H -4.817 3.747 8.654
H -5.581 4.398 6.451
H -6.334 2.795 6.585
H -3.094 1.559 5.945
H -2.534 3.089 5.236
```

Total charge: +1
LUMO energy, eV: -4.10

***

Record 2
Entry from the OMol25 dataset: 10 unconnected molecules or ions with the total composition C14H9BrCl36N3S (ωB97M-V/def2-TZVPD).

XYZ file:
```
64
C14H9BrCl36N3S ωB97M-V/def2-TZVPD
N -0.834 3.462 0.451
C -1.904 4.360 0.932
C -2.813 4.767 -0.251
C -4.140 4.083 -0.158
C -5.341 4.553 0.234
N -6.231 3.474 0.180
S -7.890 3.543 0.627
C -5.572 2.398 -0.239
Br -6.241 0.707 -0.461
N -4.307 2.739 -0.457
H -0.221 3.285 1.245
H -1.284 2.561 0.307
H -1.498 5.224 1.455
H -2.517 3.819 1.668
H -2.330 4.519 -1.199
H -3.031 5.836 -0.239
H -5.552 5.566 0.556
H -8.383 3.490 -0.620
H -3.569 2.118 -0.768
C -8.047 8.498 0.786
Cl -9.194 8.176 2.080
Cl -8.898 8.984 -0.672
Cl -6.915 9.749 1.276
Cl -7.135 6.992 0.443
C 0.036 0.659 -2.269
Cl -1.606 1.388 -2.223
Cl 0.819 1.169 -3.754
Cl 0.988 1.187 -0.884
Cl -0.140 -1.094 -2.263
C 4.174 -2.005 -0.106
Cl 2.563 -1.569 -0.708
Cl 4.820 -0.676 0.861
Cl 4.035 -3.459 0.879
Cl 5.243 -2.313 -1.476
C 1.391 4.777 3.966
Cl 1.325 5.723 2.471
Cl 1.206 3.058 3.569
Cl 2.936 5.028 4.761
Cl 0.075 5.271 5.034
C 6.475 3.641 6.892
Cl 7.190 2.921 5.448
Cl 5.780 5.216 6.478
Cl 5.198 2.587 7.507
Cl 7.714 3.856 8.125
C 2.867 -6.859 -1.727
Cl 2.612 -7.500 -0.099
Cl 4.389 -7.471 -2.368
Cl 1.536 -7.351 -2.775
Cl 2.936 -5.096 -1.654
C -0.596 -10.758 -3.925
Cl -2.120 -9.866 -3.835
Cl 0.349 -10.163 -5.296
Cl 0.317 -10.506 -2.437
Cl -0.929 -12.475 -4.138
C 1.279 -3.811 -5.068
Cl 0.227 -4.292 -3.727
Cl 0.286 -3.276 -6.426
Cl 2.326 -2.486 -4.542
Cl 2.273 -5.176 -5.564
C 7.189 -8.258 0.778
Cl 6.636 -6.605 0.482
Cl 5.839 -9.378 0.578
Cl 8.464 -8.662 -0.373
Cl 7.816 -8.381 2.423
```

Total charge: +1
LUMO energy, eV: -3.06

***

Record 3
Entry from the OMol25 dataset: 9 unconnected molecules or ions with the total composition C9H36O9 at a distorted geometry (ωB97M-V/def2-TZVPD).

XYZ file:
```
54
C9H36O9 ωB97M-V/def2-TZVPD
C -3.079 1.231 4.243
C -2.326 2.028 5.353
C -2.302 1.171 6.602
O -1.054 2.451 4.935
H -2.521 0.350 3.926
H -3.377 1.791 3.357
H -3.999 0.900 4.725
H -2.888 2.920 5.629
H -3.314 0.974 6.955
H -1.758 1.698 7.386
H -1.786 0.249 6.336
H -0.658 2.868 5.704
C -4.619 2.936 -6.339
C -4.000 1.857 -5.434
C -3.648 2.445 -4.037
O -4.920 0.820 -5.339
H -5.401 3.437 -5.768
H -4.985 2.449 -7.242
H -3.845 3.619 -6.690
H -3.105 1.525 -5.960
H -3.082 3.373 -4.109
H -3.154 1.801 -3.309
H -4.554 2.740 -3.507
H -4.585 0.183 -4.704
C 6.089 -0.131 -2.003
C 6.263 -1.023 -0.803
C 6.326 -2.559 -1.127
O 7.534 -0.705 -0.253
H 5.943 0.930 -1.803
H 5.218 -0.499 -2.545
H 6.923 -0.193 -2.702
H 5.503 -0.756 -0.069
H 6.408 -3.167 -0.225
H 7.234 -2.795 -1.683
H 5.455 -2.892 -1.692
H 7.541 -1.074 0.633
O -3.768 -3.611 -2.861
H -2.832 -3.770 -2.741
H -4.193 -4.377 -2.475
O 1.469 3.324 0.681
H 2.274 3.842 0.700
H 1.357 3.022 1.583
O -0.741 -4.298 4.199
H -0.189 -4.720 4.858
H -0.195 -3.598 3.841
O 0.831 -0.641 -0.891
H 0.837 0.315 -0.847
H 0.841 -0.923 0.024
O 0.470 -4.626 -2.222
H 0.688 -3.701 -2.111
H 1.186 -5.095 -1.793
O 1.423 -0.964 3.593
H 2.079 -1.012 4.289
H 0.990 -0.121 3.729
```

LUMO energy, eV: -0.09
Energy above the lowest of the compared OMol25 structures with the same formula, charge and spin, kJ/mol: 173.1

***

Calculated E_HOMO in order - -10.381 -12.126 -9.908 eV
Calculated E_tot in order - -93424.4248 -550809.4344 -28343.5116 eV